# 1
The following is a quantum chemistry calculation of a cluster of 2 separate species, C3H10N2O in total in a non-equilibrium geometry, from OMol25.

XYZ file:
```
16
Properties=species:S:1:pos:R:3:nbo_charge:R:1
C -2.163 -0.523 -0.176 -0.429
C -0.779 1.331 0.451 0.137
N -1.009 0.351 -0.303 -0.456
H -3.077 -0.075 -0.581 0.210
H -1.953 -1.430 -0.735 0.228
H -2.346 -0.714 0.875 0.223
H -1.641 1.741 1.006 0.182
H 0.199 1.795 0.461 0.231
H -0.138 -0.036 -0.750 0.470
N 1.257 -0.633 -1.225 -0.983
C 1.717 0.018 0.276 0.151
O 0.888 -0.229 1.220 -0.840
H 1.260 -1.632 -1.003 0.351
H 2.139 -0.464 -1.676 0.361
H 1.797 1.082 -0.064 0.053
H 2.754 -0.343 0.326 0.111
```

The calculation puts the LUMO energy at 0.0125 Ha. Its spin multiplicity is 1. The HOMO-LUMO gap is 0.291 hartree. As for the net charge: 0.

=====

# 2
The following is a quantum chemistry calculation of the molecule CH3BrS in a non-equilibrium geometry, from OMol25.

XYZ file:
```
6
Properties=species:S:1:pos:R:3:nbo_charge:R:1
S -1.050 -0.902 -0.817 -0.160
C 0.259 0.389 0.280 -0.500
Br -0.514 0.623 2.021 0.032
H 0.110 -1.319 -1.610 0.144
H 1.190 -0.147 0.400 0.231
H 0.006 1.357 -0.274 0.253
```

The calculation puts the LUMO energy at 0.0077 Ha. Its spin multiplicity is 1. The HOMO-LUMO gap is 0.357 hartree. As for the structure (SMILES): SCBr. As for the net charge: 0.

=====

# 3
The following is a quantum chemistry calculation of the molecule C14H24N2 in a non-equilibrium geometry, from OMol25.

XYZ file:
```
40
Properties=species:S:1:pos:R:3:nbo_charge:R:1
C -2.379 0.180 -0.946 -0.631
C -1.860 -1.339 -0.790 -0.412
C -0.877 -1.265 0.358 -0.206
N 0.408 -0.543 0.073 -0.490
C 1.194 -0.732 -1.164 -0.206
C 1.061 0.022 -2.478 -0.413
C 1.645 -0.737 -3.724 -0.594
C 0.935 0.525 1.031 -0.013
C 0.345 1.947 0.878 -0.421
C 1.136 3.067 1.699 -0.199
N 1.477 2.612 3.076 -0.359
C 2.200 3.307 4.074 -0.102
C 2.479 2.338 4.938 -0.268
C 1.970 1.021 4.616 -0.316
C 1.388 1.232 3.399 0.159
C 0.674 0.214 2.552 -0.444
H -1.529 0.836 -1.290 0.209
H -3.223 0.498 -1.576 0.215
H -2.622 0.552 0.087 0.195
H -2.651 -2.081 -0.424 0.213
H -1.358 -1.652 -1.714 0.207
H -0.572 -2.312 0.449 0.180
H -1.430 -0.897 1.316 0.214
H 2.297 -0.722 -0.941 0.186
H 0.930 -1.794 -1.266 0.187
H 1.577 0.990 -2.404 0.193
H 0.047 0.187 -2.669 0.195
H 2.702 -0.661 -3.604 0.200
H 1.324 -0.292 -4.608 0.210
H 1.387 -1.781 -3.730 0.202
H 2.063 0.574 0.906 0.198
H 0.348 2.227 -0.167 0.218
H -0.635 1.990 1.306 0.200
H 2.145 3.155 1.251 0.191
H 0.498 3.964 1.678 0.209
H 2.647 4.297 4.076 0.227
H 2.867 2.578 5.928 0.203
H 2.050 0.175 5.217 0.221
H 0.869 -0.849 2.900 0.234
H -0.362 0.334 2.854 0.208
```

The calculation puts the LUMO energy at 0.0330 Ha. Its spin multiplicity is 1. The HOMO-LUMO gap is 0.320 hartree. As for the structure (SMILES): CCCN(CCC)[C@H]1CCn2cccc2C1. As for the net charge: 0.

=====

# 4
The following is a quantum chemistry calculation of a structure of composition C29H26HfN5O2 in a non-equilibrium geometry, from OMol25.

XYZ file:
```
63
Properties=species:S:1:pos:R:3:nbo_charge:R:1
Hf -0.500 0.307 0.288 2.530
C -0.956 0.105 3.205 -0.230
C -2.146 0.898 2.612 -0.486
C -1.724 2.254 2.076 0.246
C -2.445 3.392 2.331 -0.207
C -1.942 4.614 1.888 -0.057
C -0.729 4.647 1.218 -0.203
C -0.086 3.459 0.959 0.084
N -0.572 2.269 1.364 -0.668
N -0.448 -0.906 2.207 -0.553
C -1.348 -2.099 2.197 -0.265
C -1.637 -2.578 0.804 0.234
C -2.149 -3.837 0.579 -0.224
C -2.557 -4.174 -0.701 -0.057
C -2.452 -3.229 -1.717 -0.223
C -1.907 -2.005 -1.428 0.102
N -1.475 -1.673 -0.186 -0.656
C 0.959 -1.320 2.494 -0.281
C 1.983 -0.346 1.955 0.307
C 3.247 -0.277 2.499 -0.239
C 4.185 0.570 1.929 -0.065
C 3.839 1.320 0.811 -0.208
C 2.570 1.193 0.306 0.073
N 1.643 0.380 0.864 -0.692
H -1.246 -0.407 4.120 0.251
H -0.141 0.783 3.448 0.244
H -2.906 1.050 3.374 0.300
H -2.669 0.307 1.839 0.246
H -3.371 3.338 2.889 0.261
H -2.489 5.529 2.079 0.268
H -0.293 5.578 0.882 0.269
H 0.844 3.445 0.404 0.219
H -2.294 -1.818 2.660 0.254
H -0.926 -2.889 2.818 0.255
H -2.248 -4.537 1.399 0.262
H -2.968 -5.155 -0.902 0.268
H -2.790 -3.442 -2.721 0.270
H -1.811 -1.250 -2.195 0.227
H 1.127 -2.290 2.021 0.251
H 1.102 -1.457 3.567 0.255
H 3.498 -0.880 3.363 0.262
H 5.181 0.642 2.350 0.270
H 4.546 1.987 0.337 0.271
H 2.269 1.732 -0.583 0.228
O -1.805 3.134 -1.591 -0.455
C -1.562 1.974 -1.526 0.732
O -2.038 1.096 -0.602 -0.859
C -0.567 1.268 -2.426 0.154
C -0.496 1.531 -3.778 -0.238
C 0.326 0.733 -4.540 -0.035
C 1.074 -0.301 -3.948 -0.025
C 1.902 -1.157 -4.721 -0.144
C 2.620 -2.145 -4.119 -0.179
C 2.540 -2.321 -2.719 -0.114
C 1.753 -1.510 -1.947 -0.250
C 0.999 -0.487 -2.548 0.163
N 0.178 0.331 -1.792 -0.660
H -1.097 2.323 -4.202 0.283
H 0.384 0.879 -5.613 0.263
H 1.953 -1.008 -5.793 0.252
H 3.251 -2.797 -4.707 0.262
H 3.113 -3.113 -2.255 0.248
H 1.709 -1.660 -0.875 0.208
```

The calculation puts the LUMO energy at -0.3503 Ha. Its spin multiplicity is 1. The HOMO-LUMO gap is 0.291 hartree. As for the net charge: +3.

=====

# 5
The following is a quantum chemistry calculation of the ion C7H18NSi with charge +1 in a non-equilibrium geometry, from OMol25.

XYZ file:
```
27
Properties=species:S:1:pos:R:3:nbo_charge:R:1
C -0.092 1.957 0.150 -0.418
C -1.442 1.095 0.170 -0.234
C 0.987 1.480 1.080 -0.907
C -2.420 -1.003 0.518 -0.412
C -1.127 -0.729 -1.430 -0.424
C 2.372 0.051 -1.396 -1.259
C 1.638 -1.771 1.327 -1.103
N -1.212 -0.355 -0.038 -0.452
Si 1.786 -0.088 0.335 1.922
H 0.350 2.020 -0.904 0.205
H -0.391 3.027 0.499 0.252
H -2.056 1.198 1.184 0.224
H -2.062 1.440 -0.656 0.201
H 1.706 2.214 1.203 0.262
H 0.647 1.266 2.056 0.256
H -3.218 -0.395 0.066 0.194
H -2.314 -2.045 0.369 0.216
H -0.656 -1.735 -1.572 0.212
H -2.135 -0.625 -1.865 0.196
H -0.537 -0.065 -1.923 0.185
H 1.667 0.514 -2.052 0.288
H -2.470 -0.865 1.567 0.205
H 2.799 -0.953 -1.738 0.292
H 2.374 -1.872 2.045 0.259
H 0.688 -1.931 1.775 0.277
H 1.761 -2.590 0.562 0.261
H 3.357 0.760 -1.332 0.304
```

The calculation puts the LUMO energy at -0.1773 Ha. Its spin multiplicity is 1. The HOMO-LUMO gap is 0.296 hartree. As for the net charge: +1.

=====

# 6
The following is a quantum chemistry calculation of the molecule C4H12BrFNO3P in a non-equilibrium geometry, from OMol25.

XYZ file:
```
23
Properties=species:S:1:pos:R:3:nbo_charge:R:1
O 3.897 -0.568 0.144 -1.092
P 2.546 0.004 0.294 2.290
O 2.113 -0.237 1.849 -0.898
O 2.571 1.597 0.040 -0.966
C 1.442 -0.913 -0.895 -0.611
N 0.065 -0.333 -1.102 -0.512
C -0.846 -0.826 -0.019 -0.272
C -2.274 -0.248 -0.075 -0.478
C -2.310 1.295 -0.101 0.000
F -1.502 1.704 0.982 -0.352
H 1.602 -1.067 1.854 0.500
H 3.362 1.809 -0.486 0.529
H 1.292 -1.925 -0.459 0.261
H 1.989 -1.005 -1.852 0.272
H 0.050 0.689 -1.208 0.453
H -0.277 -0.722 -1.990 0.426
H -0.940 -1.927 -0.168 0.213
H -0.440 -0.628 1.000 0.291
H -2.767 -0.558 0.876 0.287
H -2.912 -0.686 -0.881 0.209
H -3.353 1.591 0.155 0.207
H -2.026 1.762 -1.072 0.143
Br -1.280 1.191 3.116 -0.902
```

The calculation puts the LUMO energy at -0.0419 Ha. Its spin multiplicity is 1. The HOMO-LUMO gap is 0.167 hartree. As for the net charge: 0.

=====

# 7
The following is a quantum chemistry calculation of a structure of composition C2Cs8F2O14P2 in a non-equilibrium geometry, from OMol25.

XYZ file:
```
28
Properties=species:S:1:pos:R:3:lowdin_charge:R:1
Cs 2.255 -0.007 -1.487 1.117
Cs -3.584 1.358 -2.121 1.044
Cs -1.705 -1.928 -4.352 0.945
Cs 3.238 3.546 0.959 1.169
Cs -0.099 3.602 -2.795 1.141
Cs -2.028 -4.378 0.614 1.049
Cs -1.109 2.344 2.614 1.098
Cs 1.830 -2.278 3.323 0.995
F -4.480 -2.894 -4.579 -0.952
F -1.806 5.354 -2.841 -1.049
C 0.302 0.991 -5.348 -1.098
O 0.655 -0.159 -5.705 -0.216
O -0.856 1.462 -5.390 -0.205
O 1.064 1.874 -4.713 -0.412
C -0.714 0.348 -0.650 -0.934
O -1.977 0.627 -0.140 -0.532
O -0.497 -0.714 -1.306 -0.279
O 0.222 1.327 -0.751 -0.591
P -0.492 -4.613 3.284 -0.319
O -1.031 -3.257 2.691 -0.855
O 0.551 -5.093 2.239 -0.627
O -1.665 -5.607 3.602 -0.578
O 0.294 -4.324 4.647 -0.687
P 2.319 2.467 3.704 -0.238
O 2.099 0.992 4.104 -0.527
O 3.743 2.717 3.039 -0.909
O 2.157 3.431 4.839 -0.466
O 1.316 2.813 2.519 -1.084
```

The calculation puts the LUMO energy at 0.1917 Ha. Its spin multiplicity is 1. The HOMO-LUMO gap is 0.083 hartree. As for the net charge: -4.

=====

Q: Among the records above, which one has the lowest LUMO energy?
A: C29H26HfN5O2

=====

Q: What is the LUMO energy in the seventh record?
A: 0.1917 Ha

=====

Q: Among the records above, which one has the highest net charge?
A: C29H26HfN5O2

=====

Q: What is the formula in the fourth record?
A: C29H26HfN5O2